# 1
The following is a quantum chemistry calculation of a cluster of 3 separate species, C3H10OS2 in total in a non-equilibrium geometry, from the Open Molecules 2025 dataset.

## Properties
- E (a.u.) = -991.876654
- HOMO-LUMO gap (alpha / beta) (eV) = 6.40 / 4.62
- ⟨S²⟩ = 0.75
- energy relative to the best compared isomer or geometry (same formula, charge and spin) (kcal per mole) = 32.2

The geometry in ORCA input format:
```
! RIJCOSX wB97M-V def2-TZVPD def2/J DEFGRID3
* xyz -1 2
C 0.545 2.231 0.262
S -0.376 -0.004 2.138
H 0.262 -1.729 -1.169
H -1.163 -1.423 0.264
H -1.194 1.170 -0.266
H -0.550 2.286 -1.569
S 0.414 0.232 -1.758
C -0.306 1.584 -0.799
H 1.086 3.155 -0.186
C -0.601 -1.631 1.271
H 1.317 1.589 0.669
H 1.108 -2.819 -1.754
H -0.005 2.425 1.187
H 0.347 -2.091 0.899
H -1.215 -2.264 1.960
O 0.331 -2.711 -1.148
*
```

=====

# 2
The following is a quantum chemistry calculation of a cluster of 2 separate species, C18H32N9O2S in total in a non-equilibrium geometry, from the Open Molecules 2025 dataset.

## Properties
- E (a.u.) = -1746.464839
- HOMO-LUMO gap (eV) = 8.73

The geometry in ORCA input format:
```
! RIJCOSX wB97M-V def2-TZVPD def2/J DEFGRID3
* xyz 1 1
H 1.377 -0.380 0.800
C 3.984 -5.524 -0.609
H 6.771 -0.386 -3.443
N 1.683 -2.277 -1.435
H -5.635 3.035 2.968
H 3.890 -6.596 -0.415
H -1.144 1.146 -2.890
H 0.230 -0.946 -2.466
H -2.679 -0.987 4.901
C -4.134 1.023 1.603
C 2.011 -1.054 -1.718
N 0.927 -0.323 -2.075
H 4.552 -5.068 0.207
H 4.540 -5.386 -1.542
N 0.482 0.060 1.007
C 6.091 0.390 -3.080
H -6.224 1.656 3.929
H 6.035 -1.801 -1.138
C -3.140 0.517 0.533
H -4.351 -0.573 3.019
H 5.118 0.258 -3.564
N -6.571 1.494 1.855
C 5.949 0.305 -1.565
N 3.938 -2.646 -1.040
H -3.266 1.116 -0.371
C 4.115 -1.379 -1.276
H 1.332 1.892 -4.623
C 0.291 1.213 1.679
C -0.326 1.724 -2.449
H -3.402 -0.511 0.272
C -6.436 2.299 3.073
H 5.293 1.108 -1.210
C -5.602 0.914 1.141
C -3.197 0.827 3.894
H 6.491 1.367 -3.365
H 1.804 1.610 -2.187
O -5.887 0.257 0.150
H 1.059 1.780 2.199
N 5.412 -1.003 -1.164
H -2.449 0.491 5.863
H -0.910 -1.257 -0.082
H -4.087 -0.136 5.581
C -1.676 0.542 0.913
H 0.546 0.298 -4.659
C 1.013 1.019 -2.666
H -0.312 2.715 -2.913
C -0.740 -0.379 0.533
C 1.310 0.901 -4.158
H 2.285 0.429 -4.313
H -1.488 2.228 2.208
N -3.911 0.326 2.883
C -3.097 -0.012 5.145
H -7.369 2.833 3.267
S 2.316 -4.753 -0.740
C 2.692 -3.070 -1.119
N -1.019 1.527 1.631
H -7.502 1.354 1.486
H 6.928 0.456 -1.099
N 3.179 -0.511 -1.556
H -3.947 2.088 1.742
H -0.520 1.849 -1.382
O -2.624 1.911 3.826
*
```

=====

# 3
The following is a quantum chemistry calculation of the ion C4H9N2 with charge +1 in a non-equilibrium geometry, from the Open Molecules 2025 dataset.

## Properties
- E (a.u.) = -266.977655
- HOMO-LUMO gap (eV) = 9.01
- SMILES string = C=NC[N+](=C)C
- energy relative to the best compared isomer or geometry (same formula, charge and spin) (kcal per mole) = 76.3

The geometry in ORCA input format:
```
! RIJCOSX wB97M-V def2-TZVPD def2/J DEFGRID3
* xyz 1 1
C -1.192 1.318 0.168
H -0.311 1.763 -0.124
H -1.607 -1.920 -0.681
H 0.275 -1.732 -0.012
H 3.399 0.668 -0.770
H 3.302 -0.884 0.386
C -1.857 -0.905 -0.304
H -2.833 -0.554 -0.646
H -1.401 1.545 1.191
C 2.799 -0.144 -0.197
C 0.422 -0.605 0.315
H -2.002 1.766 -0.421
N 1.539 0.038 -0.290
H 0.437 -0.299 1.388
N -0.970 -0.056 -0.004
*
```

=====

# 4
The following is a quantum chemistry calculation of a structure of composition C44H37MnNOP2S in a non-equilibrium geometry, from the Open Molecules 2025 dataset.

## Properties
- E (a.u.) = -4060.666197
- HOMO-LUMO gap (alpha / beta) (eV) = 4.40 / 5.02
- ⟨S²⟩ = 8.80

The geometry in ORCA input format:
```
! RIJCOSX wB97M-V def2-TZVPD def2/J DEFGRID3
* xyz 0 6
H 12.639 6.413 12.236
H 11.346 15.181 5.573
C 12.313 15.311 6.060
H 7.889 7.115 6.733
C 14.940 13.300 9.115
H 14.276 6.170 10.386
C 13.716 7.109 10.522
C 8.699 13.974 7.684
C 16.175 10.334 7.782
C 9.815 10.612 11.284
H 14.932 8.556 4.549
C 14.608 12.057 9.708
C 9.394 10.287 12.572
H 9.471 13.778 6.965
C 11.748 17.084 9.964
H 12.873 15.951 5.392
H 15.942 12.680 12.791
H 6.016 10.549 4.971
H 10.555 14.234 11.006
C 12.055 17.893 8.855
C 8.017 15.171 7.603
N 11.907 13.830 8.322
C 6.741 10.134 5.685
C 13.320 9.413 9.808
C 12.381 9.527 10.845
C 16.639 9.136 5.748
C 6.814 14.576 9.585
C 7.563 10.945 6.433
H 7.307 12.700 10.487
H 6.289 9.092 11.905
C 8.416 10.406 7.398
C 12.190 8.484 11.749
H 9.231 8.580 8.180
C 15.284 9.079 5.451
C 14.807 10.280 7.497
H 10.080 10.475 13.405
C 11.875 15.088 8.583
C 8.878 10.586 10.207
H 14.596 7.973 8.773
C 6.840 8.740 5.791
C 7.523 13.390 9.684
C 15.528 14.306 9.863
H 7.504 12.022 6.364
C 11.385 14.917 11.163
C 15.892 14.079 11.176
C 8.550 9.015 7.459
C 8.145 9.741 12.800
C 13.925 8.150 9.616
H 16.532 10.804 8.685
C 7.626 9.996 10.463
H 12.216 14.273 11.462
H 11.159 15.615 11.972
H 6.906 9.875 9.642
H 17.371 8.658 5.080
C 17.076 9.730 6.923
H 15.761 15.259 9.385
H 12.475 17.986 6.734
O 11.933 11.649 12.461
H 6.200 8.090 5.200
C 12.824 7.254 11.570
C 8.439 13.031 8.681
H 14.687 13.483 8.059
C 11.682 15.703 9.908
H 6.495 16.397 8.496
C 7.764 8.186 6.676
H 8.280 15.917 6.855
H 12.092 18.981 8.975
C 15.641 12.854 11.747
H 14.746 10.923 11.543
H 7.896 9.433 13.815
C 14.964 11.852 11.028
C 12.166 15.963 7.417
H 18.144 9.756 7.181
H 6.050 14.813 10.321
H 11.536 8.649 12.620
H 11.578 17.565 10.926
C 7.063 15.463 8.554
H 12.806 14.351 6.104
C 12.266 17.336 7.595
P 13.631 10.874 8.734
C 7.261 9.590 11.747
H 16.435 14.826 11.786
S 11.557 11.155 11.131
Mn 11.534 12.206 8.609
P 9.238 11.424 8.643
C 14.389 9.664 6.332
H 13.319 9.676 6.101
*
```

=====

# 5
The following is a quantum chemistry calculation of an isolated molecule of C9H18N3PS in a non-equilibrium geometry, from the Open Molecules 2025 dataset.

## Properties
- E (a.u.) = -1257.311193
- HOMO-LUMO gap (alpha / beta) (eV) = 5.81 / 3.74
- ⟨S²⟩ = 2.01
- energy relative to the best compared isomer or geometry (same formula, charge and spin) (kcal per mole) = 24.5

The geometry in ORCA input format:
```
! RIJCOSX wB97M-V def2-TZVPD def2/J DEFGRID3
* xyz 0 3
H 5.524 0.518 0.706
H -0.530 -1.345 -2.755
C 2.865 1.107 -0.786
H -2.849 2.017 -0.195
C -2.018 0.358 0.566
H -0.394 -3.587 -0.166
H 2.319 1.705 -1.463
H 0.425 0.751 2.605
N 2.411 0.142 0.057
H 1.266 -3.271 -0.601
C 0.072 1.448 1.780
C -0.549 0.738 0.590
N 4.180 1.294 -0.656
H -2.687 2.211 1.698
P 0.553 -0.745 0.601
N 0.109 -1.580 -0.821
C 4.566 0.525 0.361
H -2.127 -0.306 -0.267
H -0.051 -3.278 -1.795
C 3.521 -0.224 0.834
C 0.257 -3.023 -0.765
H 0.817 2.274 1.663
H -0.444 1.416 -0.237
H -0.728 2.052 2.279
S 0.515 -1.871 2.156
H 3.474 -0.889 1.663
H 0.089 0.018 -2.014
C 0.278 -0.968 -2.166
H 1.320 -1.294 -2.352
H -2.077 -0.280 1.491
H -3.917 1.062 0.765
C -3.010 1.552 0.778
*
```

=====

# 6
The following is a quantum chemistry calculation of an isolated molecule of C17H18N2O5 in a non-equilibrium geometry, from the Open Molecules 2025 dataset.

## Properties
- E (a.u.) = -1144.307595
- HOMO-LUMO gap (eV) = 8.50
- SMILES string = COc1ccc(NC(=O)NCc2ccc3c(c2)OCO3)cc1OC
- energy relative to the best compared isomer or geometry (same formula, charge and spin) (kcal per mole) = 61.8

The geometry in ORCA input format:
```
! RIJCOSX wB97M-V def2-TZVPD def2/J DEFGRID3
* xyz 0 1
H -1.183 2.313 1.863
O 5.201 -1.656 0.412
N -0.249 1.583 0.161
C 5.781 -2.743 -0.265
C 4.168 -1.000 -0.188
H 6.574 -3.104 0.387
H 0.956 1.281 -2.787
H 2.213 1.691 0.518
H 4.018 -2.137 -1.997
O -0.828 2.556 -1.816
H 6.213 -2.438 -1.224
C -2.759 0.211 2.000
C -5.718 -1.814 -0.748
N 0.973 1.209 -1.780
C -2.513 0.953 0.857
C -1.452 2.025 0.843
H -6.787 -1.553 -0.811
H -2.210 0.431 2.904
H 2.745 1.342 2.768
C 2.028 0.474 -1.228
H 2.154 -0.852 -2.901
O 4.247 0.363 1.720
C 3.793 1.460 2.473
C 3.643 0.098 0.531
H -5.541 -2.749 -1.303
H 0.187 0.749 0.526
C 2.591 0.824 0.003
H -1.807 2.902 0.297
H -3.016 1.260 -1.221
C 2.563 -0.588 -1.938
H 5.057 -3.547 -0.433
C -4.385 -1.059 0.859
C 3.625 -1.315 -1.420
O -5.356 -1.992 0.605
C -0.096 1.829 -1.175
C -3.707 -0.811 2.026
C -4.136 -0.321 -0.301
H 3.912 2.402 1.928
O -4.944 -0.777 -1.309
C -3.208 0.688 -0.329
H -3.902 -1.381 2.918
H 4.417 1.480 3.366
*
```

=====

# 7
The following is a quantum chemistry calculation of a structure of composition C4H8AsCl8F6NiO8P2Y2 in a non-equilibrium geometry, from the Open Molecules 2025 dataset.

## Properties
- E (a.u.) = -9543.420468
- HOMO-LUMO gap (alpha / beta) (eV) = 6.81 / 6.75
- ⟨S²⟩ = 2.00
- energy relative to the best compared isomer or geometry (same formula, charge and spin) (kcal per mole) = 75.3

The geometry in ORCA input format:
```
! RIJCOSX wB97M-V def2-TZVPD def2/J DEFGRID3
* xyz 1 3
H 14.542 18.000 3.412
H 5.376 20.507 -0.806
Cl 13.619 21.258 -1.947
Cl 13.706 19.166 5.327
O 10.848 19.093 2.428
H 14.282 21.372 0.253
F 9.268 23.567 -3.096
O 11.562 18.998 -0.186
Cl 12.194 14.871 0.940
Y 11.779 23.025 2.303
P 9.656 22.761 3.990
O 9.805 20.124 0.758
Y 9.152 20.324 2.858
F 9.788 25.246 -1.404
As 10.057 23.503 -1.467
F 10.250 21.708 -1.508
C 13.977 18.920 3.567
F 11.571 23.808 -2.366
H 12.814 16.735 -0.383
H 14.059 19.677 -0.276
F 8.561 23.092 -0.599
H 12.970 18.791 3.171
O 10.255 24.073 3.489
Cl 7.746 20.119 -1.217
C 12.937 16.459 0.665
C 14.474 20.650 -0.541
F 10.981 23.530 0.146
Cl 14.693 16.495 1.083
P 11.272 19.774 1.118
C 6.318 20.943 -0.474
H 6.244 22.004 -0.716
O 11.888 21.179 1.212
Cl 16.235 20.684 -0.682
Cl 6.525 20.882 1.316
Cl 14.759 20.358 2.816
H 12.416 17.189 1.284
O 9.672 22.424 2.474
O 10.717 21.684 3.824
Ni 10.166 19.861 -1.108
O 8.215 22.116 3.862
*
```

=====

# 8
The following is a quantum chemistry calculation of a cluster of 2 separate species, C3H7NO2 in total in a non-equilibrium geometry, from the Open Molecules 2025 dataset.

## Properties
- E (a.u.) = -323.718351
- HOMO-LUMO gap (eV) = 10.53
- SMILES string = CC=O.NC=O
- energy relative to the best compared isomer or geometry (same formula, charge and spin) (kcal per mole) = 39.3

The geometry in ORCA input format:
```
! RIJCOSX wB97M-V def2-TZVPD def2/J DEFGRID3
* xyz 0 1
H 3.265 0.314 -0.151
N 2.432 0.882 -0.148
H -1.208 0.129 1.362
O 1.048 -0.786 0.529
H -1.781 -0.989 -1.490
C -1.265 0.180 0.212
O -1.313 1.264 -0.322
C -1.716 -1.108 -0.410
H -2.701 -1.373 -0.027
H -1.039 -1.924 -0.172
H 0.500 1.190 0.684
H 2.464 1.840 -0.456
C 1.313 0.382 0.389
*
```

=====

# 9
The following is a quantum chemistry calculation of a structure of composition C18H24N3NbO2Sb in a non-equilibrium geometry, from the Open Molecules 2025 dataset.

## Properties
- E (a.u.) = -1311.012991
- HOMO-LUMO gap (alpha / beta) (eV) = 5.46 / 5.52

The geometry in ORCA input format:
```
! RIJCOSX wB97M-V def2-TZVPD def2/J DEFGRID3
* xyz 3 1
C -4.708 1.435 -3.628
Nb -0.456 -0.020 -1.700
H 3.522 -3.248 -0.390
H -5.684 1.736 -3.994
C -0.072 0.086 1.936
H -5.489 0.193 -2.036
H 1.902 4.505 0.851
O -4.246 -1.161 -0.419
H -0.065 -1.006 2.143
C 1.887 -1.967 -0.945
C -2.326 1.476 -3.730
C 2.470 -3.022 -0.260
H 1.124 0.540 3.693
H 2.563 -1.418 2.764
H 2.087 -4.614 1.144
H 3.558 -1.787 1.298
C 1.672 -3.779 0.591
C -3.210 -0.731 -0.928
H 0.077 1.905 3.111
C -3.546 1.895 -4.239
H -3.588 2.562 -5.091
H 3.112 1.015 2.509
C 0.143 0.813 3.252
H -0.656 0.518 3.965
C -0.177 -2.378 -0.001
H -1.064 0.353 1.515
C -4.607 0.577 -2.537
N 0.589 -1.625 -0.839
N -2.192 0.648 -2.678
H -0.332 -4.022 1.374
C 3.433 -1.093 2.156
C -1.631 -2.021 0.116
C 0.325 -3.454 0.724
H 2.913 3.168 1.503
O -2.337 -2.721 0.843
H 2.465 -1.346 -1.622
H 4.096 0.635 1.045
H -1.390 1.804 -4.171
H 4.347 -1.131 2.786
H 0.432 2.871 -0.327
C 1.444 2.570 0.020
H 1.194 3.366 2.031
Sb 1.448 0.411 0.391
C 1.889 3.445 1.182
H -1.020 1.706 -1.543
N -1.937 -0.949 -0.609
C -3.341 0.208 -2.093
H 2.161 2.732 -0.815
C 3.218 0.323 1.649
*
```

=====

# 10
The following is a quantum chemistry calculation of a cluster of 2 separate species, C4H12O in total in a non-equilibrium geometry, from the Open Molecules 2025 dataset.

## Properties
- E (a.u.) = -234.801356
- HOMO-LUMO gap (eV) = 11.30
- SMILES string = CCO.CC
- energy relative to the best compared isomer or geometry (same formula, charge and spin) (kcal per mole) = 19.6

The geometry in ORCA input format:
```
! RIJCOSX wB97M-V def2-TZVPD def2/J DEFGRID3
* xyz 0 1
H 1.824 0.861 -1.494
C -1.578 0.091 0.927
H 1.843 -0.852 -1.692
H 3.983 0.906 -0.858
H 3.552 0.093 0.676
H -0.699 -0.486 1.249
C -1.495 0.627 -0.503
O -2.746 -0.706 1.114
H -1.661 0.834 1.718
C 3.468 0.062 -0.404
H 4.103 -0.797 -0.653
H -2.720 -1.537 0.632
H -0.671 0.098 -0.990
H -1.184 1.668 -0.565
H 1.365 -0.227 -0.129
H -2.406 0.358 -1.023
C 2.040 -0.065 -0.963
*
```

=====

# 11
The following is a quantum chemistry calculation of a cluster of 2 separate species, C2H3NO2 in total in a non-equilibrium geometry, from the Open Molecules 2025 dataset.

## Properties
- E (a.u.) = -283.142314
- HOMO-LUMO gap (eV) = 11.03
- energy relative to the best compared isomer or geometry (same formula, charge and spin) (kcal per mole) = 72.6

The geometry in ORCA input format:
```
! RIJCOSX wB97M-V def2-TZVPD def2/J DEFGRID3
* xyz 0 1
H 1.050 0.200 -2.207
H 0.236 -0.823 1.333
O 0.882 -3.079 -0.553
C -0.228 -0.277 0.429
O 0.349 0.480 -1.623
H -1.020 0.474 0.645
C 1.314 -2.316 -1.279
N 0.600 -0.266 -0.532
*
```

=====

# 12
The following is a quantum chemistry calculation of an isolated molecule of C5H13NO in a non-equilibrium geometry, from the Open Molecules 2025 dataset.

## Properties
- E (a.u.) = -328.259963
- HOMO-LUMO gap (eV) = 9.61
- SMILES string = CCNC[C@H](C)O
- energy relative to the best compared isomer or geometry (same formula, charge and spin) (kcal per mole) = 36.9

The geometry in ORCA input format:
```
! RIJCOSX wB97M-V def2-TZVPD def2/J DEFGRID3
* xyz 0 1
H -1.883 -0.463 -0.204
O -0.935 -2.765 -0.329
H -1.543 1.929 -0.303
H 0.804 0.292 -0.725
C -0.839 -0.358 0.112
C 0.280 2.587 0.461
H 1.343 2.362 0.520
H -0.274 2.327 1.369
H -0.395 2.421 -1.637
H 1.498 -2.905 0.086
C -0.522 1.892 -0.686
H -0.555 -3.131 -1.134
C 1.288 -1.828 0.113
H 1.871 -1.326 0.869
N -0.185 0.487 -0.861
H -0.406 -1.962 1.399
H -1.055 0.056 1.102
H 1.563 -1.535 -0.902
H 0.158 3.674 0.394
C -0.213 -1.754 0.355
*
```

=====

# 13
The following is a quantum chemistry calculation of a cluster of 3 separate species, C6H15NO3 in total in a non-equilibrium geometry, from the Open Molecules 2025 dataset.

## Properties
- E (a.u.) = -518.034003
- HOMO-LUMO gap (eV) = 8.56
- SMILES string = N/C=C/CCCC=O.O.O
- energy relative to the best compared isomer or geometry (same formula, charge and spin) (kcal per mole) = 54.1

The geometry in ORCA input format:
```
! RIJCOSX wB97M-V def2-TZVPD def2/J DEFGRID3
* xyz 0 1
H 0.883 0.210 1.455
H 1.396 -3.073 -1.011
C -0.091 -1.076 0.016
O 1.037 -2.895 -2.976
H -0.164 1.839 -1.935
N -1.479 3.164 -0.972
H 3.165 -2.051 2.837
C 0.640 0.247 0.396
H -1.476 3.633 -1.830
H -0.864 1.629 1.018
C 0.010 -1.370 -1.495
C 0.883 -2.545 -1.834
H -0.985 -1.472 -1.901
C -0.572 2.097 -0.965
H -3.678 0.919 2.418
H 0.397 -0.510 -1.973
C -0.308 1.394 0.126
H -2.179 0.945 2.385
H -1.110 -0.999 0.389
H -1.424 3.861 -0.266
O -2.943 1.528 2.335
H 3.854 -1.999 1.412
H 1.596 0.358 -0.115
H 0.381 -1.881 0.591
O 3.031 -1.953 1.896
*
```